Record 1
A cluster of 3 separate species, C22H45FN9O6P3S2 in total, computed with wB97M-V/def2-TZVPD.

XYZ file:
```
88
Properties=species:S:1:pos:R:3
C 1.591 5.270 -2.055
C 1.139 4.687 -3.474
O 0.386 3.447 -3.359
C 1.258 2.346 -3.283
C 1.933 1.926 -4.504
P 1.611 2.796 -6.147
O 2.609 2.357 -7.196
C 2.868 0.744 -4.391
F 3.509 0.278 -5.501
C 3.068 0.099 -3.096
S 4.227 -1.329 -3.089
C 2.355 0.538 -1.845
N 2.616 -0.158 -0.673
C 1.879 0.321 0.345
O 2.020 -0.338 1.596
N 2.657 0.456 2.538
O 3.448 1.189 2.067
C 0.910 1.460 0.245
S -0.047 1.949 1.741
N 0.679 2.176 -0.882
C 1.430 1.679 -1.940
H 1.454 4.533 -1.221
H 1.014 6.215 -1.841
H 2.698 5.490 -2.102
H 0.475 5.434 -3.996
H 2.095 4.561 -4.060
H 1.711 4.210 -6.034
H 0.258 2.522 -6.553
H 5.233 -0.874 -3.918
H -1.248 1.269 1.600
C 1.236 -6.471 -5.002
N 1.519 -5.627 -3.856
C 1.121 -4.241 -4.123
P 1.399 -6.093 -2.207
O -0.130 -6.148 -2.169
N 1.641 -7.765 -1.841
C 1.521 -8.828 -2.822
C 0.945 -8.180 -0.620
N 3.184 -5.937 -2.111
C 3.602 -4.741 -1.375
C 4.114 -6.228 -3.175
H 1.575 -5.985 -5.922
H 0.165 -6.696 -5.095
H 1.787 -7.409 -4.974
H 2.012 -3.613 -4.242
H 0.529 -3.822 -3.303
H 0.517 -4.141 -5.027
H 0.567 -8.791 -3.363
H 1.600 -9.811 -2.350
H 2.347 -8.802 -3.535
H -0.117 -8.378 -0.802
H 1.014 -7.403 0.147
H 1.401 -9.080 -0.200
H 3.497 -3.836 -1.985
H 4.640 -4.821 -1.039
H 2.987 -4.616 -0.477
H 4.147 -5.438 -3.935
H 3.893 -7.174 -3.670
H 5.123 -6.332 -2.763
C -5.867 4.483 4.072
N -4.955 3.503 4.632
C -5.361 2.145 4.260
P -3.261 3.704 4.836
O -2.912 3.624 3.347
N -2.684 5.318 5.061
C -3.437 6.500 4.683
C -1.299 5.486 4.615
N -3.547 3.688 6.608
C -3.114 2.436 7.235
C -4.714 4.212 7.277
H -6.903 4.172 4.236
H -5.708 4.628 2.996
H -5.795 5.449 4.567
H -5.756 1.621 5.138
H -4.521 1.559 3.875
H -6.132 2.131 3.486
H -3.776 6.463 3.640
H -2.837 7.406 4.807
H -4.294 6.651 5.341
H -1.232 5.618 3.528
H -0.697 4.612 4.883
H -0.837 6.350 5.100
H -3.829 1.623 7.054
H -2.983 2.556 8.314
H -2.144 2.128 6.830
H -5.583 3.549 7.191
H -4.994 5.198 6.907
H -4.499 4.340 8.342
```

As for the spin multiplicity: 1. The value obtained for the total energy is -101481.124 eV. The molar mass is 707.7 g/mol. Its SMILES is CCOc1c([PH2]=O)c(F)c(S)c2nc(ON=O)c(S)nc12.CN(C)P(=O)(N(C)C)N(C)C.CN(C)P(=O)(N(C)C)N(C)C. For the LUMO energy, the calculation gives -1.445 eV. The calculation puts the highest occupied orbital energy at -0.27428 hartree. The frontier orbital gap comes out at 6.0 eV.



Record 2
A structure of composition C7H12FLaNO, computed with wB97M-V/def2-TZVPD.

XYZ file:
```
23
Properties=species:S:1:pos:R:3
C 3.278 -0.329 0.621
C 1.963 0.393 0.037
C 0.627 -0.500 0.061
F 0.857 -1.916 0.194
C -0.403 -0.169 -1.171
C -1.100 1.189 -0.634
C -2.446 0.695 0.128
N -2.512 -0.786 -0.171
C -1.455 -1.384 -1.085
O -1.452 -2.520 -1.591
H 3.888 0.344 1.343
H 3.996 -0.535 -0.265
H 3.094 -1.324 1.151
H 2.191 0.799 -1.022
H 1.738 1.338 0.675
H 0.032 -0.181 1.034
H 0.040 0.144 -2.177
H -1.535 1.757 -1.553
H -0.448 2.005 -0.162
H -2.347 0.995 1.265
H -3.351 1.164 -0.415
H -2.289 -1.338 0.699
La -2.367 0.159 3.036
```

As for the spin multiplicity: 1. The value obtained for the total energy is -14527.989 eV. Its net charge is +3. The molar mass is 284.1 g/mol. For the LUMO energy, the calculation gives -15.967 eV. The calculation puts the highest occupied orbital energy at -0.74001 hartree. The frontier orbital gap comes out at 4.2 eV.